Computed, not measured: a cluster of 11 separate species, C44H121N11O11 in total at a distorted geometry, with ωB97M-V/def2-TZVPD.

Each atom is followed by the atoms it is bonded to, with distances in Å.
Positions of all 187 atoms, in Å:
1 C -19.024 4.947 3.817  C2 1.541, H7 1.038, H8 1.108, H9 1.114
2 C -19.610 3.562 4.152  C1 1.541, C3 1.631, N6 1.462, H10 1.080
3 C -20.920 3.757 5.104  C2 1.631, O4 1.408, H11 1.128, H12 1.131
4 O -20.509 4.313 6.330  C3 1.408, C5 1.431
5 C -21.649 4.719 7.093  O4 1.431, H13 1.088, H14 1.072, H15 1.077
6 N -20.084 2.842 2.971  C2 1.462, H16 1.009, H17 0.999
7 H -18.084 4.896 3.380  C1 1.038
8 H -19.059 5.510 4.770  C1 1.108
9 H -19.634 5.565 3.118  C1 1.114
10 H -18.848 3.044 4.716  C2 1.080
11 H -21.435 2.776 5.312  C3 1.128
12 H -21.657 4.440 4.584  C3 1.131
13 H -21.220 5.320 7.893  C5 1.088
14 H -22.233 3.880 7.414  C5 1.072
15 H -22.246 5.357 6.464  C5 1.077
16 H -19.254 2.469 2.534  N6 1.009
17 H -20.669 2.049 3.134  N6 0.999
18 C -27.416 9.795 9.650  C19 1.507, H24 1.050, H25 1.084, H26 1.081
19 C -27.180 11.219 10.082  C18 1.507, C20 1.463, N23 1.460, H27 1.107
20 C -25.942 11.744 9.506  C19 1.463, O21 1.451, H28 1.100, H29 1.075
21 O -24.811 10.835 9.510  C20 1.451, C22 1.439
22 C -23.862 11.140 10.547  O21 1.439, H30 1.087, H31 1.071, H32 1.088
23 N -28.204 12.174 9.670  C19 1.460, H33 1.007, H34 1.009
24 H -26.754 9.131 10.123  C18 1.050
25 H -27.382 9.731 8.568  C18 1.084
26 H -28.410 9.537 9.987  C18 1.081
27 H -27.245 11.318 11.182  C19 1.107
28 H -25.560 12.694 9.909  C20 1.100
29 H -26.145 11.803 8.452  C20 1.075
30 H -23.393 12.106 10.379  C22 1.087
31 H -23.231 10.280 10.453  C22 1.071
32 H -24.361 11.167 11.513  C22 1.088
33 H -28.722 11.954 8.836  N23 1.007
34 H -28.893 12.264 10.402  N23 1.009
35 C -16.574 7.642 10.170  C36 1.526, H41 1.074, H42 1.083, H43 1.064
36 C -17.878 8.306 9.740  C35 1.526, C37 1.502, N40 1.433, H44 1.116
37 C -18.849 7.227 9.357  C36 1.502, O38 1.424, H45 1.115, H46 1.073
38 O -20.119 7.768 9.003  C37 1.424, C39 1.425
39 C -20.222 8.037 7.608  O38 1.425, H47 1.097, H48 1.072, H49 1.093
40 N -18.484 9.073 10.789  C36 1.433, H50 0.966, H51 1.009
41 H -16.862 6.826 10.806  C35 1.074
42 H -15.944 8.335 10.714  C35 1.083
43 H -16.091 7.307 9.284  C35 1.064
44 H -17.688 8.943 8.843  C36 1.116
45 H -18.969 6.583 10.260  C37 1.115
46 H -18.473 6.722 8.489  C37 1.073
47 H -19.395 8.683 7.288  C39 1.097
48 H -21.162 8.463 7.321  C39 1.072
49 H -20.029 7.095 7.088  C39 1.093
50 H -19.341 9.362 10.448  N40 0.966
51 H -17.867 9.703 11.278  N40 1.009
52 C -29.489 -0.343 10.558  C53 1.547, H58 1.092, H59 1.077, H60 1.111
53 C -30.513 0.188 9.527  C52 1.547, C54 1.548, N57 1.483, H61 1.115
54 C -31.339 -1.010 8.999  C53 1.548, O55 1.397, H62 1.111, H63 1.107
55 O -30.468 -2.010 8.560  C54 1.397, C56 1.404
56 C -31.161 -3.153 8.130  O55 1.404, H64 1.085, H65 1.102, H66 1.054
57 N -31.478 1.214 9.987  C53 1.483, H67 0.985, H68 1.028
58 H -28.906 0.514 10.901  C52 1.092
59 H -28.895 -1.156 10.176  C52 1.077
60 H -30.103 -0.635 11.437  C52 1.111
61 H -29.872 0.678 8.758  C53 1.115
62 H -32.010 -0.696 8.171  C54 1.111
63 H -31.926 -1.378 9.862  C54 1.107
64 H -31.595 -3.062 7.140  C56 1.085
65 H -32.007 -3.299 8.821  C56 1.102
66 H -30.500 -3.972 8.069  C56 1.054
67 H -31.815 0.934 10.870  N57 0.985
68 H -31.007 2.118 10.121  N57 1.028
69 C -18.097 3.593 11.025  C70 1.491, H75 1.122, H76 1.059, H77 1.081
70 C -19.176 2.564 10.996  C69 1.491, C71 1.553, N74 1.460, H78 1.135
71 C -20.517 3.245 11.381  C70 1.553, O72 1.452, H79 1.124, H80 1.109
72 O -21.606 2.285 11.369  C71 1.452, C73 1.422
73 C -22.772 2.855 11.951  O72 1.422, H81 1.096, H82 1.157, H83 1.078
74 N -19.322 1.998 9.658  C70 1.460, H84 1.011, H85 1.067
75 H -18.439 4.372 10.293  C69 1.122
76 H -17.258 3.062 10.656  C69 1.059
77 H -18.065 3.978 12.034  C69 1.081
78 H -18.866 1.694 11.657  C70 1.135
79 H -20.795 4.090 10.693  C71 1.124
80 H -20.356 3.567 12.429  C71 1.109
81 H -23.607 2.146 11.945  C73 1.096
82 H -23.067 3.824 11.391  C73 1.157
83 H -22.605 3.152 12.974  C73 1.078
84 H -19.268 2.729 8.963  N74 1.011
85 H -20.228 1.445 9.548  N74 1.067
86 C -24.908 6.205 14.115  C87 1.562, H92 1.116, H93 1.069, H94 1.077
87 C -23.768 5.393 14.807  C86 1.562, C88 1.566, N91 1.467, H95 1.105
88 C -22.440 5.578 13.997  C87 1.566, O89 1.421, H96 1.125, H97 1.170
89 O -21.978 6.915 14.138  C88 1.421, C90 1.486
90 C -20.671 7.069 13.449  O89 1.486, H98 1.070, H99 1.086, H100 1.067
91 N -23.547 5.735 16.217  C87 1.467, H101 1.022, H102 0.995
92 H -25.872 5.805 14.511  C86 1.116
93 H -24.947 5.874 13.099  C86 1.069
94 H -24.793 7.276 14.142  C86 1.077
95 H -24.025 4.329 14.657  C87 1.105
96 H -22.541 5.265 12.922  C88 1.125
97 H -21.644 4.802 14.362  C88 1.170
98 H -20.679 6.950 12.385  C90 1.070
99 H -19.950 6.391 13.895  C90 1.086
100 H -20.363 8.063 13.686  C90 1.067
101 H -22.991 6.591 16.247  N91 1.022
102 H -24.445 5.939 16.595  N91 0.995
103 C -29.025 5.557 8.309  C104 1.541, H109 1.063, H110 1.153, H111 1.098
104 C -30.469 5.022 8.372  C103 1.541, C105 1.512, N108 1.488, H112 1.088
105 C -30.411 3.607 7.842  C104 1.512, O106 1.444, H113 1.050, H114 1.140
106 O -29.788 3.520 6.543  C105 1.444, C107 1.405
107 C -28.981 2.396 6.296  O106 1.405, H115 1.078, H116 1.067, H117 1.111
108 N -30.982 5.047 9.769  C104 1.488, H118 1.037, H119 1.007
109 H -28.678 5.301 7.338  C103 1.063
110 H -28.434 4.950 9.090  C103 1.153
111 H -28.773 6.611 8.488  C103 1.098
112 H -31.134 5.635 7.767  C104 1.088
113 H -31.304 3.071 7.706  C105 1.050
114 H -29.670 3.047 8.504  C105 1.140
115 H -27.987 2.470 6.706  C107 1.078
116 H -28.807 2.287 5.250  C107 1.067
117 H -29.436 1.452 6.665  C107 1.111
118 H -32.011 4.937 9.707  N108 1.037
119 H -30.810 5.965 10.142  N108 1.007
120 C -25.502 4.067 7.675  C121 1.509, H126 1.092, H127 1.029, H128 1.148
121 C -25.131 3.948 9.133  C120 1.509, C122 1.529, N125 1.458, H129 1.101
122 C -25.076 5.370 9.690  C121 1.529, O123 1.393, H130 1.110, H131 1.140
123 O -23.785 5.885 9.599  C122 1.393, C124 1.450
124 C -23.829 7.325 9.763  O123 1.450, H132 1.074, H133 1.118, H134 1.102
125 N -26.186 3.236 9.846  C121 1.458, H135 1.003, H136 1.041
126 H -26.388 4.699 7.577  C120 1.092
127 H -25.519 3.111 7.295  C120 1.029
128 H -24.676 4.678 7.164  C120 1.148
129 H -24.112 3.532 9.148  C121 1.101
130 H -25.342 5.358 10.768  C122 1.110
131 H -25.775 6.068 9.119  C122 1.140
132 H -24.504 7.726 9.030  C124 1.074
133 H -22.800 7.743 9.635  C124 1.118
134 H -24.188 7.612 10.765  C124 1.102
135 H -26.381 2.290 9.576  N125 1.003
136 H -25.942 3.241 10.858  N125 1.041
137 C -23.950 3.864 2.652  C138 1.548, H143 1.070, H144 1.084, H145 1.107
138 C -24.713 2.541 2.903  C137 1.548, C139 1.514, N142 1.470, H146 1.130
139 C -24.110 1.787 4.069  C138 1.514, O140 1.414, H147 1.103, H148 1.105
140 O -22.860 1.251 3.682  C139 1.414, C141 1.418
141 C -22.444 0.198 4.535  O140 1.418, H149 1.104, H150 1.044, H151 1.099
142 N -26.149 2.852 2.960  C138 1.470, H152 1.009, H153 1.018
143 H -24.254 4.377 1.764  C137 1.070
144 H -22.897 3.607 2.614  C137 1.084
145 H -24.194 4.524 3.507  C137 1.107
146 H -24.536 1.887 1.998  C138 1.130
147 H -24.704 0.927 4.424  C139 1.103
148 H -23.975 2.403 4.977  C139 1.105
149 H -22.301 0.526 5.580  C141 1.104
150 H -21.496 -0.077 4.196  C141 1.044
151 H -23.193 -0.605 4.557  C141 1.099
152 H -26.758 2.058 3.087  N142 1.009
153 H -26.442 3.606 3.577  N142 1.018
154 C -25.796 0.138 7.270  C155 1.542, H160 1.060, H161 1.077, H162 1.066
155 C -26.976 -0.792 6.919  C154 1.542, C156 1.532, N159 1.466, H163 1.097
156 C -27.200 -0.805 5.404  C155 1.532, O157 1.472, H164 1.078, H165 1.111
157 O -25.953 -1.322 4.817  C156 1.472, C158 1.415
158 C -26.130 -2.074 3.631  O157 1.415, H166 1.071, H167 1.110, H168 1.112
159 N -26.658 -2.141 7.396  C155 1.466, H169 1.047, H170 1.007
160 H -26.170 1.069 6.929  C154 1.060
161 H -24.882 -0.139 6.773  C154 1.077
162 H -25.578 0.099 8.313  C154 1.066
163 H -27.895 -0.469 7.424  C155 1.097
164 H -27.324 0.190 5.008  C156 1.078
165 H -28.094 -1.389 5.099  C156 1.111
166 H -25.155 -2.256 3.229  C158 1.071
167 H -26.676 -1.451 2.893  C158 1.110
168 H -26.664 -3.038 3.783  C158 1.112
169 H -27.498 -2.765 7.434  N159 1.047
170 H -25.912 -2.488 6.815  N159 1.007
171 C -26.899 6.179 4.734  C172 1.513, H177 1.086, H178 1.112, H179 1.100
172 C -27.465 7.577 4.853  C171 1.513, C173 1.496, N176 1.472, H180 1.112
173 C -26.432 8.652 4.968  C172 1.496, O174 1.388, H181 1.092, H182 1.096
174 O -25.605 8.495 6.071  C173 1.388, C175 1.435
175 C -24.658 9.548 6.299  O174 1.435, H183 1.089, H184 1.039, H185 1.082
176 N -28.180 7.847 3.595  C172 1.472, H186 1.018, H187 1.032
177 H -27.666 5.413 4.787  C171 1.086
178 H -26.130 5.959 5.507  C171 1.112
179 H -26.406 6.133 3.752  C171 1.100
180 H -28.175 7.625 5.708  C172 1.112
181 H -26.964 9.601 5.056  C173 1.092
182 H -25.899 8.613 4.011  C173 1.096
183 H -24.052 9.255 7.155  C175 1.089
184 H -25.171 10.399 6.604  C175 1.039
185 H -23.972 9.803 5.502  C175 1.082
186 H -28.970 8.485 3.659  N176 1.018
187 H -28.419 6.957 3.131  N176 1.032

Computed properties:
- largest force on an atom (eV Å⁻¹) = 3.5
- E_HOMO (eV) = -8.777
- total energy (Eh) = -3178.65301
- SMILES = COC[C@H](C)N.COC[C@H](C)N.COC[C@H](C)N.COC[C@H](C)N.COC[C@H](C)N.COC[C@H](C)N.COC[C@H](C)N.COC[C@H](C)N.COC[C@H](C)N.COC[C@H](C)N.COC[C@H](C)N
- spin multiplicity = 1
- energy relative to the best compared isomer or geometry (same formula, charge and spin) (kJ/mol) = 355.09
- HOMO-LUMO gap (eV) = 9.35